Entry 1:
Below is C28H84As2F12N11O19 as an isolated structure in a non-equilibrium geometry, with properties calculated with ωB97M-V/def2-TZVPD.

XYZ file:
```
156
Properties=species:S:1:pos:R:3:lowdin_charge:R:1
C -6.39474 1.78380 0.43771 -0.0358
C -6.26782 0.66051 -0.55677 -0.2470
C -5.25516 -0.44491 -0.18838 -0.1879
O -5.13248 -1.32742 -1.27408 -0.1720
C -4.32889 -2.45680 -0.94700 -0.0781
N -7.62803 -0.06474 -0.69387 0.2246
H -7.86932 -0.74709 0.02485 0.1700
H -8.33593 0.63580 -0.46008 0.1582
H -7.80573 -0.39307 -1.64009 0.1739
H -6.99859 2.65247 0.15482 0.0887
H -5.44505 2.26224 0.66819 0.0732
H -6.91037 1.52300 1.36684 0.0949
H -6.10447 1.03786 -1.56647 0.1510
H -5.46812 -1.00975 0.72765 0.1374
H -4.25533 -0.02542 -0.03297 0.1254
H -3.98779 -2.99610 -1.82997 0.0935
H -4.89779 -3.19074 -0.37093 0.0886
H -3.41521 -2.13536 -0.44230 0.0765
C -5.83219 6.06528 -0.88665 -0.0356
C -4.39956 5.98363 -0.32462 -0.2753
C -4.20440 4.86977 0.68440 -0.2013
O -3.06931 5.16198 1.49309 -0.1827
C -3.16595 4.46148 2.73153 -0.0836
N -3.37102 5.90066 -1.45372 0.2384
H -3.25008 5.00849 -1.95641 0.1276
H -3.55013 6.68869 -2.07748 0.1654
H -2.41751 6.18970 -1.19471 0.1320
H -6.57560 6.33459 -0.13842 0.0861
H -6.17218 5.09232 -1.25374 0.0742
H -5.90235 6.69367 -1.77402 0.0874
H -4.25298 6.97486 0.10340 0.1506
H -4.03676 3.91528 0.17458 0.1105
H -5.13504 4.74205 1.24560 0.1266
H -3.95647 4.99001 3.28115 0.0902
H -2.22628 4.65010 3.24503 0.0877
H -3.50348 3.42517 2.71536 0.0694
C 3.09615 -1.92413 -3.79124 -0.0319
C 3.82662 -1.35970 -2.61496 -0.3053
C 4.67643 -2.27240 -1.70016 -0.1718
O 4.87823 -1.57708 -0.48357 -0.1975
C 5.65972 -2.30819 0.43998 -0.1146
N 4.66474 -0.17099 -3.04166 0.2143
H 5.40079 -0.49491 -3.67142 0.1609
H 4.11122 0.49256 -3.61064 0.0939
H 5.16256 0.30143 -2.28790 0.1319
H 3.85269 -2.26671 -4.50587 0.0994
H 2.48391 -1.19175 -4.31465 0.0730
H 2.50589 -2.79091 -3.49875 0.0626
H 3.12061 -0.84490 -1.95689 0.1486
H 5.65582 -2.41804 -2.16659 0.1336
H 4.05876 -3.16072 -1.54414 0.1241
H 6.70714 -2.11494 0.20010 0.0964
H 5.36356 -3.35423 0.55695 0.0781
H 5.41648 -1.81187 1.38334 0.0819
C 3.74572 -3.06230 6.30305 -0.0280
C 2.82232 -2.33029 5.36048 -0.3113
C 2.73201 -2.94531 3.98245 -0.2272
O 2.01566 -2.04369 3.19415 -0.1701
C 1.96426 -2.44568 1.80979 -0.0354
N 1.41782 -2.21594 5.94861 0.2400
H 0.98352 -3.08393 6.24882 0.1736
H 1.51295 -1.55479 6.71764 0.1741
H 0.84767 -1.73188 5.23705 0.1261
H 3.98810 -2.40808 7.14138 0.0941
H 4.69272 -3.31110 5.82963 0.0963
H 3.22341 -3.95214 6.65729 0.0914
H 3.07988 -1.27872 5.23347 0.1662
H 2.43237 -4.00017 3.94880 0.1402
H 3.75829 -2.95154 3.58644 0.1326
H 2.98890 -2.43633 1.43447 0.0768
H 1.32399 -1.71952 1.31567 0.0941
H 1.54133 -3.44030 1.64655 0.0832
C 1.87421 -9.83374 -0.33721 -0.0326
C 3.00954 -9.02544 0.17427 -0.2892
C 2.87905 -7.47856 0.04519 -0.1841
O 1.62312 -7.08504 0.56837 -0.2030
C 0.79186 -6.38069 -0.39338 -0.0406
N 3.35285 -9.27819 1.64275 0.2207
H 2.75843 -10.03113 2.00405 0.1709
H 4.28733 -9.60649 1.88590 0.1752
H 3.13012 -8.52599 2.29699 0.1659
H 1.68802 -9.45017 -1.34290 0.1090
H 0.91839 -9.67396 0.16516 0.1016
H 2.04021 -10.90767 -0.40782 0.0999
H 3.93068 -9.37881 -0.29223 0.1548
H 3.09858 -7.23151 -0.99446 0.1423
H 3.60666 -6.94984 0.66648 0.1273
H 0.67195 -7.02346 -1.26799 0.0921
H 1.15088 -5.40302 -0.70907 0.0839
H -0.19164 -6.37032 0.07049 0.1001
C -1.84455 1.80760 -0.64527 -0.0403
C -0.61106 0.95358 -0.95492 -0.2596
C -0.89249 -0.52787 -1.13959 -0.1746
O 0.31843 -1.18968 -1.52549 -0.1672
C 0.15016 -2.57890 -1.49071 -0.1400
N 0.02425 1.49523 -2.22481 0.2480
H 0.01279 0.87214 -3.04240 0.1157
H -0.38291 2.41465 -2.40697 0.1092
H 1.00956 1.77051 -2.15624 0.1038
H -2.73326 1.57123 -1.23604 0.0608
H -1.69399 2.88076 -0.76163 0.0573
H -2.14357 1.60136 0.38315 0.0629
H 0.13771 1.22534 -0.21154 0.1319
H -1.68971 -0.71284 -1.86687 0.1239
H -1.30244 -0.97685 -0.22710 0.1142
H 0.47227 -2.96904 -0.51401 0.0528
H 0.79223 -3.01323 -2.25979 0.0659
H -0.82551 -3.04146 -1.66250 0.0851
C 0.60937 3.70534 1.67081 -0.0292
C 1.28408 5.06382 1.91667 -0.2825
C 2.56094 5.01663 2.77004 -0.1927
O 3.45770 6.05978 2.45164 -0.1707
C 4.57410 6.07194 3.29819 -0.1067
N 1.45770 5.70334 0.56505 0.2465
H 0.68904 5.30771 0.01779 0.1007
H 1.35787 6.71417 0.50784 0.1718
H 2.33513 5.49421 0.06981 0.1354
H -0.22989 3.69626 0.97566 0.0727
H 0.28879 3.20214 2.58413 0.0801
H 1.37829 3.06162 1.23399 0.0766
H 0.58808 5.64841 2.52102 0.1419
H 3.08200 4.10002 2.46821 0.1292
H 2.24219 4.89200 3.80740 0.1360
H 4.31130 6.58369 4.22965 0.0907
H 5.41401 6.57480 2.82256 0.0951
H 4.93339 5.07571 3.57634 0.0889
N -4.05826 2.74992 -3.53790 -0.6057
O -3.87911 3.69930 -4.33515 -0.0368
O -3.76140 1.60037 -3.85406 -0.0048
O -4.31261 3.06794 -2.33068 -0.1511
N 2.50364 1.40416 -5.25968 -0.5990
O 3.26448 0.69852 -5.94693 -0.0506
O 2.61296 1.46409 -3.99991 -0.1022
O 1.65689 2.10929 -5.81627 0.0144
N 3.55623 3.18034 -1.04462 -0.5899
O 2.32266 3.06148 -1.15371 -0.0575
O 4.06345 4.24071 -0.63152 -0.0400
O 4.26266 2.22768 -1.42578 -0.0447
N -0.55599 5.17696 -2.82658 -0.5926
O -0.60806 4.92075 -1.58537 -0.1409
O -0.43430 6.35340 -3.24316 -0.0322
O -0.44675 4.24273 -3.61571 0.0325
As -0.93894 -1.72738 -5.15026 0.8127
F 0.36508 -2.80922 -4.72935 -0.2662
F -1.70401 -2.99403 -6.09225 -0.2735
F -2.20431 -0.60769 -5.45029 -0.2266
F -0.05715 -0.48178 -4.18574 -0.2715
F -0.10583 -1.24990 -6.64113 -0.2577
F -1.83610 -2.28949 -3.72000 -0.2844
As -1.91907 0.15457 3.72860 0.7662
F -0.90258 0.15297 2.32232 -0.2430
F -3.12029 1.16840 2.89473 -0.2939
F -3.04052 0.26083 5.07549 -0.2711
F -0.85245 -0.73262 4.80104 -0.2797
F -1.15676 1.63834 4.26607 -0.2709
F -2.65606 -1.33353 3.18995 -0.2637
```

Values from the calculation:
Total charge   +1
Frontier orbital gap   3.88 eV
HOMO energy   -7.86 eV
Total energy   -239958.845 eV

=====

Entry 2:
Below is C38H46As2N2PdSi2 as an isolated structure, with properties calculated with ωB97M-V/def2-TZVPD.

XYZ file:
```
91
Properties=species:S:1:pos:R:3:lowdin_charge:R:1
Pd 0.26528 0.50036 -0.11956 0.1304
C 2.50618 3.14726 0.17383 -0.4540
C 3.17816 2.13242 1.08887 -0.4392
As 2.58075 0.26955 0.65114 1.2192
C 2.03117 -0.31413 2.45698 -0.3871
C 2.65328 0.13443 3.62017 -0.1289
C 2.18663 -0.25481 4.86872 -0.1151
C 1.09790 -1.11401 4.96702 -0.1205
C 0.48760 -1.58690 3.81391 -0.0717
C 0.95164 -1.18908 2.56449 -0.1048
C 4.41981 -0.53573 0.81210 -0.3646
C 4.66648 -1.69644 1.54566 -0.1267
C 5.90658 -2.32103 1.50782 -0.1067
C 6.93358 -1.80050 0.73139 -0.1288
C 6.70053 -0.65381 -0.01708 -0.1205
C 5.45605 -0.03977 0.01972 -0.1431
As 0.54223 2.81156 0.18342 1.1804
C 0.01158 4.65027 -0.35082 -0.3637
C -0.87887 5.44263 0.37116 -0.1181
C -1.29166 6.67750 -0.11419 -0.1067
C -0.82053 7.14846 -1.33198 -0.1261
C 0.05943 6.36426 -2.06753 -0.1153
C 0.45912 5.12693 -1.58348 -0.1301
C 0.31165 3.04871 2.12740 -0.3768
C 0.86478 4.11041 2.84033 -0.1330
C 0.76622 4.16379 4.22416 -0.1082
C 0.10763 3.15050 4.91115 -0.1097
C -0.45254 2.09338 4.20976 -0.0844
C -0.35130 2.04146 2.82403 -0.1239
H 2.82129 3.00497 -0.86381 0.0483
H 2.72938 4.17722 0.46360 0.0546
H 2.89644 2.32632 2.12488 0.0355
H 4.26639 2.17972 1.02423 0.0479
H 3.51094 0.79622 3.55807 0.0967
H 2.66997 0.11848 5.76537 0.0883
H 0.72845 -1.41216 5.94228 0.0876
H -0.36106 -2.25954 3.86597 0.1032
H 0.47685 -1.55723 1.66353 0.0594
H 3.87835 -2.11764 2.15898 0.0954
H 6.06862 -3.22258 2.08838 0.0920
H 7.90097 -2.28832 0.70088 0.0834
H 7.48808 -0.24159 -0.63906 0.0871
H 5.28660 0.84213 -0.59271 0.0908
H -1.25664 5.09351 1.32494 0.0891
H -1.98856 7.27300 0.46512 0.0918
H -1.14409 8.11129 -1.70968 0.0851
H 0.42686 6.71165 -3.02678 0.0893
H 1.12465 4.51390 -2.18390 0.0933
H 1.38220 4.90434 2.31087 0.0974
H 1.20978 4.99114 4.76763 0.0868
H 0.04159 3.18237 5.99302 0.0885
H -0.95519 1.29036 4.73530 0.1016
H -0.77047 1.20463 2.26987 0.0674
C -2.84421 1.87934 -1.62490 -0.2039
Si -3.14766 0.92821 -0.00450 0.3170
C -4.88370 0.17181 -0.21651 -0.2074
C -3.41164 2.27232 1.32491 -0.1905
N -1.92514 -0.17066 0.30363 -0.1450
C -2.00082 -1.49921 0.62434 -0.3653
C -2.98754 -2.03566 1.46362 -0.0959
C -3.07922 -3.39807 1.77120 -0.1811
C -2.13877 -4.26506 1.24981 -0.1787
C -1.11788 -3.76244 0.43578 -0.0958
C -0.99650 -2.40414 0.08945 -0.3843
N 0.01405 -1.88220 -0.67109 -0.1374
Si 1.09630 -2.77793 -1.59233 0.3138
C 2.18294 -1.65575 -2.66122 -0.2079
C 0.25397 -3.93696 -2.85002 -0.1966
C 2.35808 -3.85970 -0.65561 -0.1802
H -3.01826 2.95702 -1.53228 0.0082
H -3.50087 1.49937 -2.41494 0.0057
H -1.81094 1.72441 -1.94079 -0.0187
H -5.53085 0.91776 -0.69358 0.0075
H -5.34511 -0.11927 0.72977 0.0043
H -4.84695 -0.71367 -0.85663 0.0217
H -4.39035 2.74754 1.18733 0.0118
H -2.65557 3.06131 1.29044 -0.0111
H -3.38606 1.83047 2.32507 0.0135
H -3.70538 -1.34532 1.89630 0.0764
H -3.87336 -3.75530 2.42040 0.0648
H -2.17235 -5.32787 1.47234 0.0669
H -0.37456 -4.45788 0.05870 0.0619
H 1.60416 -0.80883 -3.03756 0.0095
H 2.56356 -2.22992 -3.51439 0.0083
H 3.04420 -1.25727 -2.11813 -0.0125
H -0.33586 -3.33014 -3.54336 0.0151
H -0.41988 -4.65256 -2.37500 0.0048
H 0.99916 -4.49142 -3.43219 0.0057
H 2.96706 -3.22532 -0.00541 -0.0062
H 3.03076 -4.35273 -1.36726 0.0126
H 1.89532 -4.62724 -0.03110 0.0063
```

Values from the calculation:
Total charge   -2
Frontier orbital gap   4.29 eV
HOMO energy   0.11 eV
Total energy   -184047.551 eV
ΔE to the lowest compared entry with this formula, charge and spin   58.2 kJ/mol

=====

Entry 3:
Below is C3H5NO2S2 as an isolated structure in a non-equilibrium geometry, with properties calculated with ωB97M-V/def2-TZVPD.

XYZ file:
```
13
Properties=species:S:1:pos:R:3:lowdin_charge:R:1
C -4.06912 0.16611 0.25824 -0.1509
C -1.64081 0.26296 -0.18829 -0.8742
C 1.25716 0.06424 -0.02403 -0.5616
H -4.65629 0.42419 -0.99247 0.1795
H -4.76474 -0.51151 0.89877 0.0912
H -4.06626 1.27377 0.92536 0.1477
H 1.05539 1.23032 0.49228 0.1566
H 4.51401 -0.64871 0.96591 0.0083
N 2.33114 -0.59334 -0.15872 -0.5190
O -2.82782 -0.37463 0.04192 -0.1865
O -1.40824 1.38186 -0.21036 0.0963
S -0.36593 -0.94825 -0.07404 0.9846
S 3.62874 0.40872 0.06737 0.6281
```

Values from the calculation:
Frontier orbital gap   9.05 eV
HOMO energy   -8.96 eV
Total energy   -30442.956 eV
ΔE to the lowest compared entry with this formula, charge and spin   497.2 kJ/mol

=====

Entry 4:
Below is C30H39GeN4O2PPdSe as an isolated structure in a non-equilibrium geometry, with properties calculated with ωB97M-V/def2-TZVPD.

XYZ file:
```
79
Properties=species:S:1:pos:R:3:lowdin_charge:R:1
Pd 0.01307 0.08504 -0.75510 0.6711
N 1.18100 0.87483 1.16039 -0.0267
C 1.52212 2.30544 1.24877 -0.2390
C 0.32214 3.10172 0.75031 -0.1091
C 0.01436 2.54995 -0.63820 -0.7121
O 0.95238 2.48918 -1.45301 -0.0523
O -1.13840 2.00067 -0.81082 -0.1495
H 0.53431 0.61261 1.89559 0.0248
H 1.99832 0.28111 1.23153 0.0664
H 2.35462 2.48098 0.56996 0.1038
H 1.82194 2.59119 2.26031 0.1078
H 0.52906 4.17181 0.70500 0.1162
H -0.53955 2.94217 1.40057 0.1113
N 1.10017 -1.61157 -0.79605 -0.3133
P 2.16585 -1.56009 -1.93585 0.7383
C 3.61824 -0.50183 -1.57807 -0.2794
C 4.51880 -0.91149 -0.59157 -0.0958
C 5.52533 -0.06689 -0.15388 -0.0866
C 5.63821 1.21318 -0.68792 -0.0881
C 4.74410 1.63500 -1.65900 -0.0755
C 3.74121 0.78044 -2.10406 -0.0763
C 2.90995 -3.19949 -2.17017 -0.2911
C 4.10191 -3.38012 -2.87243 -0.1071
C 4.65136 -4.64523 -3.01367 -0.0809
C 4.02349 -5.74126 -2.43429 -0.0858
C 2.85645 -5.56392 -1.70526 -0.0752
C 2.30227 -4.29729 -1.56992 -0.0843
C 1.54764 -0.98272 -3.55157 -0.1775
C 2.11613 -1.38413 -4.72790 -0.0573
C 1.67067 -0.91855 -5.98078 0.0198
C 0.56910 -0.02748 -6.04685 -0.0643
C -0.04567 0.39119 -4.91767 0.0190
C 0.43103 0.02730 -3.54655 -0.3634
H 4.43182 -1.90416 -0.16148 0.1086
H 6.22325 -0.40453 0.60253 0.1011
H 6.42246 1.87676 -0.34500 0.1012
H 4.81686 2.63354 -2.07127 0.1074
H 3.04368 1.13454 -2.85275 0.0955
H 4.62199 -2.52439 -3.28667 0.1068
H 5.57554 -4.77265 -3.56281 0.1028
H 4.45149 -6.73023 -2.54165 0.1020
H 2.37482 -6.41385 -1.23728 0.1033
H 1.39954 -4.13584 -0.99058 0.0781
H 2.92439 -2.10429 -4.72171 0.0940
H 2.15302 -1.26302 -6.88506 0.1156
H 0.20520 0.30275 -7.01237 0.1122
H -0.89179 1.06758 -4.96853 0.1376
H 0.84202 0.97878 -3.15422 0.1427
C 0.88711 -2.10775 2.37640 -0.0415
N -0.28189 -2.92107 2.06937 -0.1103
C -0.37736 -4.27335 2.31689 -0.0522
C -1.59614 -4.67060 1.89762 -0.0538
N -2.22211 -3.55639 1.38433 -0.1395
C -3.56408 -3.54196 0.81748 -0.0362
C -1.41302 -2.47879 1.48872 -0.7028
Se -1.86315 -0.74032 0.97241 0.6876
H 1.59747 -2.73957 2.90579 0.0903
H 0.58798 -1.27900 3.01586 0.0805
H 1.31554 -1.77120 1.42776 0.0325
H 0.42925 -4.82779 2.76171 0.1175
H -2.06801 -5.63643 1.90075 0.1181
H -3.87333 -4.57196 0.65833 0.0918
H -3.54734 -3.01106 -0.13258 0.0456
H -4.25519 -3.04278 1.49347 0.0926
C -1.60270 -2.53474 -4.81317 -0.2138
Ge -1.73516 -1.97688 -2.94185 0.7767
C -3.62227 -1.51635 -2.68204 -0.2139
C -1.24385 -3.56183 -1.92756 -0.2162
C -0.74630 -0.31903 -2.58917 -0.3832
H -2.20354 -3.44362 -4.90968 0.0228
H -0.57538 -2.76653 -5.09832 0.0083
H -1.99334 -1.78823 -5.50368 0.0164
H -4.24971 -2.23144 -3.22052 0.0176
H -3.81486 -0.52225 -3.09023 0.0212
H -3.93615 -1.49938 -1.63609 -0.0080
H -2.04909 -4.29900 -2.00103 0.0265
H -1.02934 -3.33797 -0.88866 -0.0192
H -0.34421 -3.99449 -2.36861 0.0039
H -1.44728 0.51545 -2.66446 0.0444
```

Values from the calculation:
Frontier orbital gap (alpha / beta)   3.75 / 3.22 eV
HOMO energy (alpha / beta)   -5.78 / -5.52 eV
Total energy   -176426.099 eV
ΔE to the lowest compared entry with this formula, charge and spin   79.9 kJ/mol